{"formula": "C4H3IO2", "method": "wB97M-V/def2-TZVPD", "homo_lumo_gap_ev": 9.09, "molar_mass_g_mol": 210.0, "smiles": "C#C[C@@H](I)OC=O", "e_lumo_ev": -0.58, "de_lowest_kj_mol": 366.0, "species": ["I", "H", "H", "C", "H", "C", "O", "C", "O", "C"], "xyz": [[1.80, 2.38, 0.25], [-1.30, -0.13, 3.32], [-0.04, -1.23, -2.58], [-0.48, 0.45, 1.08], [-0.44, 1.25, -1.08], [0.25, -1.27, -1.45], [-0.17, -2.24, -0.71], [0.30, 0.83, -0.30], [1.09, -0.28, -0.82], [-1.01, 0.25, 2.28]], "mulliken_charge": [0.077, 0.354, 0.327, -0.176, 0.415, 0.163, -0.417, -0.294, -0.210, -0.236]}